1.
Here is a structure of composition C59H61Cl2GeN3P2SeTi in a non-equilibrium geometry from the OMol25 dataset. Energies are from the ωB97M-V functional and the def2-TZVPD basis.

Last column: Mulliken charge in e.
Positions of all 130 atoms, in Å:
1 Ti 0.4967 0.4487 -0.2065  -0.95
2 N 0.9069 2.1080 -2.6702  0.80
3 P 1.5911 2.5401 -1.1615  0.48
4 C 0.7673 4.0828 -0.6386  0.56
5 C 0.3855 5.0866 -1.5240  -0.69
6 C -0.1230 6.2762 -1.0337  -0.77
7 C -0.2487 6.4739 0.3327  -0.80
8 C 0.1018 5.4643 1.2143  -1.07
9 C 0.6113 4.2739 0.7318  0.15
10 C 3.2080 3.1491 -1.7124  0.87
11 C 3.8500 4.0949 -0.9178  -0.87
12 C 5.0680 4.6107 -1.3157  -0.55
13 C 5.6400 4.1912 -2.5070  -0.66
14 C 5.0093 3.2389 -3.2921  -0.87
15 C 3.7963 2.7038 -2.8947  -0.26
16 P -0.6649 1.4583 -2.3928  0.19
17 C -0.7383 0.1532 -3.6585  0.46
18 C -1.9651 -0.2167 -4.2070  -0.30
19 C -2.0262 -1.2850 -5.0827  -0.97
20 C -0.8840 -2.0141 -5.3751  -0.41
21 C 0.3320 -1.6649 -4.8109  -0.88
22 C 0.4090 -0.5785 -3.9597  -0.61
23 C -1.7283 2.7688 -3.0762  0.74
24 C -1.6546 3.0749 -4.4328  -0.73
25 C -2.4383 4.0901 -4.9473  -0.82
26 C -3.2975 4.7926 -4.1163  -0.68
27 C -3.3423 4.5122 -2.7612  -0.75
28 C -2.5568 3.5013 -2.2340  -0.20
29 H 1.0193 2.7612 -3.4503  0.63
30 H 0.4924 4.9554 -2.5928  0.33
31 H -0.4077 7.0618 -1.7164  0.51
32 H -0.6137 7.4176 0.7072  0.43
33 H -0.0120 5.6142 2.2760  0.52
34 H 0.9147 3.4835 1.4118  0.15
35 H 3.3806 4.4269 -0.0010  0.43
36 H 5.5611 5.3493 -0.7039  0.49
37 H 6.5837 4.6063 -2.8210  0.43
38 H 5.4601 2.9182 -4.2194  0.49
39 H 3.3117 1.9546 -3.5089  0.45
40 H -2.8603 0.3383 -3.9600  0.55
41 H -2.9654 -1.5485 -5.5433  0.44
42 H -0.9364 -2.8593 -6.0432  0.49
43 H 1.2181 -2.2346 -5.0471  0.48
44 H 1.3673 -0.2878 -3.5463  0.13
45 H -0.9999 2.5020 -5.0758  0.54
46 H -2.3877 4.3346 -5.9959  0.46
47 H -3.9441 5.5494 -4.5305  0.44
48 H -3.9957 5.0833 -2.1198  0.50
49 H -2.5868 3.2649 -1.1775  0.43
50 C 0.1206 1.1090 1.5099  0.22
51 Ge 1.3205 0.1787 2.7251  2.37
52 C 0.9929 -1.7652 2.4242  0.82
53 C 1.0770 -2.1690 1.0991  1.87
54 C 1.0266 -3.5006 0.7324  -1.00
55 C 0.8661 -4.4632 1.7166  -0.75
56 C 0.7539 -4.0796 3.0422  -1.25
57 C 0.8328 -2.7417 3.3971  -0.32
58 C 1.3912 0.6921 4.6328  0.49
59 C 0.4999 1.5962 5.1927  -0.37
60 C 0.6274 1.9629 6.5212  -0.72
61 C 1.6498 1.4356 7.2911  -0.56
62 C 2.5407 0.5307 6.7372  -0.69
63 C 2.4145 0.1648 5.4100  -0.53
64 C 3.1719 0.2647 1.9988  0.43
65 C 4.0104 -0.8453 2.0339  -0.08
66 C 5.3468 -0.7348 1.6859  -0.81
67 C 5.8649 0.4957 1.3113  -0.85
68 C 5.0364 1.6067 1.2635  -0.43
69 C 3.6989 1.4858 1.5954  -0.42
70 H -0.5252 1.8704 1.9409  0.63
71 H 1.2032 -1.3818 0.3300  -2.19
72 H 1.1301 -3.7899 -0.3053  0.62
73 H 0.8512 -5.5073 1.4509  0.48
74 H 0.6112 -4.8308 3.8023  0.41
75 H 0.7883 -2.4508 4.4377  0.58
76 H -0.2932 2.0154 4.5859  0.38
77 H -0.0719 2.6608 6.9556  0.43
78 H 1.7576 1.7366 8.3214  0.41
79 H 3.3302 0.1163 7.3450  0.43
80 H 3.1188 -0.5294 4.9710  0.41
81 H 3.6220 -1.8031 2.3616  0.42
82 H 5.9871 -1.6048 1.7198  0.47
83 H 6.9153 0.5931 1.0803  0.42
84 H 5.4440 2.5682 0.9922  0.52
85 H 3.0531 2.3593 1.5831  0.31
86 C -3.0971 -5.9268 -3.5782  -1.36
87 C -3.5564 -4.4978 -3.3134  -0.06
88 C -3.5547 -4.1217 -1.8325  -0.19
89 C -2.1687 -4.2464 -1.1946  -1.52
90 N -2.1803 -3.7220 0.1497  0.81
91 C -2.0112 -2.4314 0.4895  -0.37
92 Se -1.5033 -1.1171 -0.7398  0.13
93 N -2.2222 -2.2710 1.8092  1.54
94 C -2.2033 -1.0301 2.5491  -0.53
95 C -3.5851 -0.3855 2.7024  -1.05
96 C -4.1351 0.2873 1.4449  -0.62
97 C -3.3907 1.5540 1.0310  -0.73
98 C -2.4928 -3.5128 2.3507  0.45
99 C -2.7057 -3.9309 3.6582  -0.80
100 C -2.8632 -5.2868 3.8720  -0.87
101 C -2.8501 -6.2017 2.8169  -0.79
102 C -2.6746 -5.7942 1.5094  -1.06
103 C -2.4751 -4.4365 1.2906  0.58
104 H -3.2272 -6.1690 -4.6288  0.43
105 H -3.6829 -6.6340 -2.9965  0.33
106 H -2.0449 -6.0555 -3.3359  0.31
107 H -4.5750 -4.3767 -3.6864  0.47
108 H -2.9154 -3.7986 -3.8552  -0.17
109 H -4.2566 -4.7554 -1.2888  0.36
110 H -3.8846 -3.0828 -1.7315  0.25
111 H -1.4451 -3.6746 -1.7858  0.21
112 H -1.8548 -5.2892 -1.1412  0.57
113 H -1.5230 -0.3364 2.0349  -1.28
114 H -1.8012 -1.2500 3.5418  0.76
115 H -3.5065 0.3628 3.4924  0.51
116 H -4.2899 -1.1475 3.0396  0.38
117 H -5.1721 0.5547 1.6503  0.47
118 H -4.1439 -0.4190 0.6108  0.17
119 H -3.2242 2.1985 1.8913  0.35
120 H -3.9920 2.1004 0.3084  0.52
121 H -2.4206 1.3343 0.5663  -0.20
122 H -2.7285 -3.2330 4.4786  0.55
123 H -2.9974 -5.6539 4.8778  0.46
124 H -2.9850 -7.2526 3.0203  0.47
125 H -2.6828 -6.5042 0.6975  0.53
126 Cl 4.5224 -1.1269 -3.3200  -0.11
127 C 4.2495 -1.1061 -1.5681  -0.40
128 Cl 2.8132 -0.1279 -1.2039  0.11
129 H 5.0996 -0.6404 -1.0631  0.20
130 H 4.0690 -2.1180 -1.2044  0.33

For the energy above the lowest of the compared OMol25 structures with the same formula, charge and spin, the calculation gives 39.9 kcal per mole. The charge is +2. For the LUMO energy (spin up / spin down), the calculation gives -5.63 / -5.63 eV. For the HOMO-LUMO gap (spin up / spin down), the calculation gives 0.2652 / 0.2651 Eh.

2.
Here is an isolated molecule of C4H5Br2N in a non-equilibrium geometry from the OMol25 dataset. Energies are from the ωB97M-V functional and the def2-TZVPD basis.

Last column: Mulliken charge in e.
Positions of all 12 atoms, in Å:
1 C 0.5968 -2.0301 0.7155  -0.66
2 C 1.1945 -1.0214 0.1572  0.45
3 Br 3.0049 -0.9382 -0.3098  -0.12
4 C 0.5052 0.1720 -0.0473  0.22
5 Br 1.5221 1.9578 -0.0871  -0.23
6 N -0.7004 0.2383 -0.3499  -0.42
7 C -1.5165 1.4770 -0.4391  -0.91
8 H 1.0259 -3.0466 0.7554  0.26
9 H -0.4241 -1.9778 0.8634  0.37
10 H -1.1478 2.0684 -1.2046  0.42
11 H -1.5659 1.9211 0.6240  0.31
12 H -2.4947 1.1795 -0.6777  0.31

For the energy above the lowest of the compared OMol25 structures with the same formula, charge and spin, the calculation gives 19.4 kcal per mole. The charge is 0. The structure (SMILES) is C=C(Br)/C(Br)=N/C. For the LUMO energy, the calculation gives -0.08 eV. For the HOMO-LUMO gap, the calculation gives 0.3556 Eh.

3.
Here is a structure of composition C37H36I2LaN9O6S2 in a non-equilibrium geometry from the OMol25 dataset. Energies are from the ωB97M-V functional and the def2-TZVPD basis.

Last column: Mulliken charge in e.
Positions of all 93 atoms, in Å:
1 La 0.8206 -0.2630 -0.7912  0.77
2 C 5.0322 2.5613 -3.1161  -1.83
3 C 3.6600 2.2511 -2.5317  1.00
4 S 3.3378 0.5435 -2.3622  -0.47
5 C 2.8399 3.2758 -2.2202  0.33
6 C 3.1851 4.7314 -2.4102  -1.42
7 S 1.1870 2.9988 -1.6289  -0.24
8 H 5.5911 1.6372 -3.2389  0.39
9 H 5.6048 3.2299 -2.4672  0.36
10 H 4.9463 3.0426 -4.0952  0.33
11 H 4.1967 4.8767 -2.7885  0.41
12 H 3.0950 5.2792 -1.4657  0.26
13 H 2.4904 5.2078 -3.1103  0.26
14 C -0.1551 -4.0106 2.1692  -1.79
15 C -0.3605 -2.7484 1.3829  0.38
16 N 0.3026 -1.6759 1.6430  0.67
17 O 1.1602 -1.8545 2.7528  -0.74
18 C -1.2892 -2.7390 0.2564  -0.18
19 C -2.3304 -3.7948 0.0487  -2.06
20 N -1.1257 -1.7746 -0.6147  1.88
21 O -1.8491 -1.7278 -1.6669  -0.94
22 H 0.9097 -4.2446 2.1632  0.37
23 H -0.7100 -4.8369 1.7329  0.41
24 H -0.4459 -3.8838 3.2128  0.33
25 H 1.9573 -1.3925 2.4586  0.34
26 H -2.7858 -4.1152 0.9899  0.37
27 H -1.9270 -4.6833 -0.4508  0.40
28 H -3.0956 -3.3792 -0.6069  0.34
29 C -3.2499 -2.9658 3.8644  -0.47
30 O -4.0509 -2.0122 4.5345  -0.50
31 C -4.5569 -1.0016 3.7659  0.77
32 C -4.4716 -0.9571 2.3763  0.02
33 C -4.9695 0.1417 1.6914  -0.35
34 C -5.5294 1.2160 2.3725  -0.39
35 C -5.6714 1.1235 3.7526  -0.10
36 C -5.1830 0.0338 4.4494  -0.66
37 N -6.0890 2.3693 1.7279  -0.73
38 N -5.5432 2.9137 0.7368  -0.53
39 C -4.2720 2.6087 0.2233  0.02
40 C -4.2238 2.6153 -1.1669  -0.17
41 C -3.1674 2.1086 -1.8968  -1.24
42 C -2.0341 1.5613 -1.2568  0.43
43 O -1.0665 1.0440 -1.8705  0.07
44 C -2.0047 1.6764 0.2086  -0.35
45 N -0.8714 1.2355 0.8081  1.25
46 C -0.7206 1.4040 2.0991  -0.24
47 C -1.6758 2.0689 2.8820  -1.58
48 C -2.8398 2.4855 2.2994  -0.61
49 C -3.0727 2.2455 0.9276  0.55
50 H -2.8773 -3.6446 4.6279  0.31
51 H -2.4087 -2.4841 3.3608  0.09
52 H -3.8278 -3.5336 3.1290  0.29
53 H -3.9892 -1.7435 1.8127  0.28
54 H -4.8657 0.1791 0.6137  0.40
55 H -6.1476 1.9426 4.2797  0.39
56 H -5.2561 -0.0221 5.5283  0.39
57 H -5.1118 2.9770 -1.6756  0.36
58 H -3.1904 2.0859 -2.9783  0.41
59 H 0.1914 1.0155 2.5342  0.45
60 H -1.4838 2.2425 3.9328  0.42
61 H -3.5827 3.0084 2.8835  0.54
62 I 3.2126 -5.3509 -1.1262  -0.09
63 C 2.5950 -4.1781 -2.7384  -0.51
64 C 2.8723 -4.5989 -4.0430  -0.38
65 C 2.4556 -3.8627 -5.1182  -0.17
66 I 2.9099 -4.5762 -7.0389  -0.05
67 C 1.7330 -2.6544 -4.9318  0.78
68 C 1.2472 -1.8275 -5.9679  -0.62
69 C 0.5535 -0.6904 -5.6694  -1.12
70 C 0.3466 -0.3468 -4.3237  -0.45
71 N 0.7982 -1.0865 -3.3438  0.52
72 C 1.4678 -2.2321 -3.6101  -0.01
73 C 1.8916 -3.0014 -2.4396  0.13
74 O 1.6140 -2.6128 -1.2675  -0.01
75 H 3.4212 -5.5185 -4.1955  0.31
76 H 1.4276 -2.1084 -6.9979  0.13
77 H 0.1690 -0.0495 -6.4520  0.41
78 H -0.1933 0.5490 -4.0381  0.48
79 C 4.7192 2.8282 3.0178  -1.18
80 N 3.8570 1.8383 2.4464  0.10
81 C 4.3771 0.5667 2.0160  -0.59
82 C 3.2248 0.0633 1.1650  -0.54
83 O 3.1324 -1.0828 0.7137  -0.59
84 N 2.3183 1.0284 0.9777  1.21
85 C 2.7004 2.1369 1.7089  -0.14
86 N 2.0629 3.2507 1.6953  -0.70
87 H 5.2489 2.4085 3.8765  0.33
88 H 4.1381 3.6756 3.3783  0.37
89 H 5.4670 3.2046 2.3046  0.32
90 H 4.5966 -0.1146 2.8427  0.28
91 H 5.2713 0.6556 1.3852  0.33
92 H 1.4152 3.2923 -0.3247  -0.03
93 H 2.5201 3.9449 2.2763  0.07

For the energy above the lowest of the compared OMol25 structures with the same formula, charge and spin, the calculation gives 13.8 kcal per mole. The charge is -2. For the LUMO energy, the calculation gives 3.41 eV. For the HOMO-LUMO gap, the calculation gives 0.1953 Eh.